No. 1
The following is a DFT calculation (the ωB97M-V functional and the def2-TZVPD basis) of a molecular structure, C5H8Br2.

Geometry as XYZ:
```
15
Properties=species:S:1:pos:R:3:forces:R:3
C 0.196 -2.433 -1.481 0.18 -0.36 -0.15
C 0.719 -1.363 -0.947 -2.08 3.26 1.84
C -0.401 1.929 1.299 0.18 0.07 0.02
C 0.493 0.969 0.516 -0.23 0.29 0.17
C -0.292 -0.139 -0.130 1.64 -3.28 -1.82
Br -1.301 -1.170 1.193 0.01 0.13 0.02
Br -1.532 0.521 -1.481 0.11 0.08 0.08
H 0.828 -3.143 -1.992 0.10 -0.11 -0.07
H -0.853 -2.668 -1.430 -0.26 0.07 0.05
H 1.749 -1.060 -0.967 0.31 -0.04 -0.05
H -1.155 2.375 0.651 0.02 0.02 0.03
H -0.907 1.408 2.110 0.01 0.06 -0.02
H 0.200 2.727 1.731 0.02 0.06 0.01
H 1.026 1.520 -0.266 0.00 -0.16 0.00
H 1.230 0.526 1.192 0.00 -0.08 -0.12
```
Positions in Å, forces in eV/Å.

The total energy comes out at -145398.41986 eV. The value obtained for the energy above the lowest of the compared OMol25 structures with the same formula, charge and spin is 18.97 kcal per mole. As for the gap between HOMO and LUMO: 10.45 eV. As for the LUMO energy: 0.625 eV.



No. 2
The following is a DFT calculation (the ωB97M-V functional and the def2-TZVPD basis) of a molecular structure, C5H8Br2NS.

Geometry as XYZ:
```
17
Properties=species:S:1:pos:R:3:forces:R:3
C 0.114 -0.606 -0.270 -0.29 -1.80 -2.62
C 1.518 -1.028 0.045 2.41 0.02 1.03
C -1.046 -0.464 0.645 -0.55 -1.45 2.04
C -0.265 -0.995 -1.763 0.71 0.66 2.82
C 0.144 1.732 1.198 -2.00 -0.94 0.31
N -0.414 0.702 0.118 0.42 4.21 0.86
S 2.312 -2.420 0.304 -2.03 0.96 -0.38
Br 2.755 0.540 0.050 -0.60 -0.37 -0.41
Br -2.927 -0.625 0.203 1.01 -0.26 0.34
H -0.785 -0.661 1.726 -0.73 0.40 -1.23
H -0.002 -1.993 -1.927 0.42 -1.62 -0.02
H 0.303 -0.413 -2.415 0.68 1.18 -1.24
H -1.309 -0.911 -1.842 -1.29 0.36 -0.56
H 0.771 1.178 1.862 0.94 0.02 -0.15
H 0.420 2.702 0.856 1.31 0.01 -1.22
H -0.653 2.080 1.861 -0.93 -0.89 -0.35
H -0.937 1.182 -0.651 0.52 -0.51 0.80
```
Positions in Å, forces in eV/Å.

The total energy comes out at -157715.21908 eV. The net charge is +1. The value obtained for the energy above the lowest of the compared OMol25 structures with the same formula, charge and spin is 13.85 kcal per mole. As for the gap between HOMO and LUMO: 8.08 eV. As for the LUMO energy: -4.896 eV.



No. 3
The following is a DFT calculation (the ωB97M-V functional and the def2-TZVPD basis) of a molecular structure, C5H8Br2O2S.

Geometry as XYZ:
```
18
Properties=species:S:1:pos:R:3:forces:R:3
C -0.303 -0.724 1.959 -0.52 1.18 -0.52
C 0.657 0.397 1.922 -0.42 1.02 -0.26
C -0.439 -1.336 0.786 -0.83 -2.89 1.88
C 0.505 -0.974 -0.275 0.40 -0.01 1.02
C 0.164 -1.601 -1.558 -0.12 4.84 -3.50
O 1.911 1.419 -0.260 -0.43 -0.46 0.01
O -0.534 1.501 -0.267 -0.07 -0.09 0.00
S 0.660 0.804 0.108 0.57 1.78 0.46
Br 2.423 -1.458 0.075 -0.02 -0.99 0.15
Br -3.222 0.984 -1.131 0.95 2.01 -3.08
H -1.047 -0.828 2.721 0.06 -0.25 0.57
H -2.544 1.932 -2.393 -1.50 -2.16 2.94
H 0.503 1.266 2.587 -0.33 -0.33 -0.64
H 1.668 0.102 2.041 1.02 -0.49 0.36
H -1.144 -2.243 0.807 1.10 1.53 -0.94
H 1.033 -1.454 -2.211 -0.33 -0.16 -0.19
H -0.716 -1.070 -2.127 1.27 -1.28 1.45
H 0.075 -2.593 -1.400 -0.83 -3.26 0.30
```
Positions in Å, forces in eV/Å.

The total energy comes out at -160326.86396 eV. The value obtained for the energy above the lowest of the compared OMol25 structures with the same formula, charge and spin is 64.50 kcal per mole. As for the gap between HOMO and LUMO: 9.74 eV. As for the LUMO energy: -0.191 eV.



No. 4
The following is a DFT calculation (the ωB97M-V functional and the def2-TZVPD basis) of 2 unconnected molecules or ions with the total composition C5H8BrClN3.

Geometry as XYZ:
```
18
Properties=species:S:1:pos:R:3:forces:R:3
C -2.736 -0.267 0.757 0.41 0.00 0.43
C 1.019 -0.276 -2.282 3.52 4.41 0.52
C -0.292 -0.529 1.238 -1.90 0.83 -1.31
C 0.453 -0.690 -1.044 -1.06 0.76 2.11
C -1.561 0.223 1.010 1.80 3.73 1.09
N -3.752 -0.712 0.403 -2.61 -0.99 -1.25
N 1.706 0.911 -2.355 -1.79 -3.93 -1.56
N 0.534 -0.118 0.113 -0.93 -2.22 -2.38
Cl 0.975 -1.486 -3.400 0.03 0.06 -1.28
Br 1.218 3.161 -0.118 0.01 -1.25 -0.20
H 0.214 -0.033 2.002 0.75 -0.45 2.21
H -0.523 -1.562 1.193 0.62 -1.12 0.63
H -0.284 -1.463 -1.162 0.13 -0.72 0.39
H -1.392 1.376 1.134 -0.90 -2.22 -0.38
H -4.689 -1.038 0.641 0.84 0.27 0.33
H 2.055 1.175 -3.308 -0.22 -0.04 1.32
H 1.799 1.556 -1.505 -0.43 0.62 -0.16
H 0.837 0.813 0.303 1.72 2.26 -0.53
```
Positions in Å, forces in eV/Å.

The total energy comes out at -92339.07024 eV. The net charge is +1. The value obtained for the energy above the lowest of the compared OMol25 structures with the same formula, charge and spin is 102.87 kcal per mole. As for the gap between HOMO and LUMO (spin up / spin down): 4.62 / 4.60 eV. As for the LUMO energy (spin up / spin down): -7.411 / -7.416 eV.



No. 5
The following is a DFT calculation (the ωB97M-V functional and the def2-TZVPD basis) of a molecular structure, C5H8BrFS.

Geometry as XYZ:
```
16
Properties=species:S:1:pos:R:3:forces:R:3
C 2.192 -0.626 0.053 -3.40 -0.39 -2.15
C 0.534 0.639 -1.707 -3.59 -0.59 0.19
C 0.131 -0.071 2.056 -1.25 0.42 2.92
C 0.365 -0.215 -0.501 2.76 -2.98 2.00
C -0.400 0.319 0.722 -2.08 -1.55 -2.13
F -0.436 1.659 0.600 0.21 2.53 0.26
S 2.671 -2.142 -0.133 0.17 0.33 0.41
Br 3.276 0.865 0.257 0.33 0.41 0.34
H 1.143 1.351 -1.309 1.52 2.86 0.19
H 0.988 0.178 -2.549 0.28 -0.65 -0.56
H -0.501 1.059 -1.974 1.59 -0.32 0.15
H -0.522 -0.652 2.867 0.94 1.45 -2.14
H 0.453 0.912 2.493 -0.27 -0.98 0.02
H 0.998 -0.644 1.930 1.24 -0.93 0.05
H 0.023 -1.259 -0.669 0.43 0.62 0.00
H -1.490 0.044 0.538 1.12 -0.24 0.42
```
Positions in Å, forces in eV/Å.

The total energy comes out at -88907.34785 eV. The value obtained for the energy above the lowest of the compared OMol25 structures with the same formula, charge and spin is 28.96 kcal per mole. As for the gap between HOMO and LUMO: 8.18 eV. As for the LUMO energy: -0.485 eV.



No. 6
The following is a DFT calculation (the ωB97M-V functional and the def2-TZVPD basis) of a gas-phase ion, C5H8BrN2O2S (charge +1).

Geometry as XYZ:
```
19
Properties=species:S:1:pos:R:3:forces:R:3
C 0.046 1.211 -1.902 0.58 -0.39 0.45
C -1.206 0.814 -2.273 -1.13 0.55 -0.87
C -0.838 0.052 -0.167 0.04 1.53 -2.90
C -1.080 -0.679 1.022 1.11 -1.10 3.46
C 1.503 1.017 0.122 -4.31 3.09 2.40
N 0.235 0.690 -0.594 0.99 -0.43 -0.82
N -1.759 0.199 -1.182 -0.25 -1.41 0.93
O -1.876 0.942 -3.416 -0.01 0.16 -0.86
O -4.184 2.186 -4.344 -0.72 1.44 0.21
S -3.456 1.035 -4.642 1.45 -2.37 1.95
Br -4.697 -0.726 -3.793 0.77 0.84 -0.44
H 0.872 1.715 -2.420 -0.80 -0.32 0.30
H -0.777 -1.735 1.027 -0.32 0.11 -0.59
H -0.598 -0.343 1.978 0.21 0.38 -1.15
H -2.083 -0.575 1.325 -1.55 -0.30 -0.04
H 1.656 0.519 1.076 0.23 -0.88 -0.65
H 2.275 1.147 -0.564 1.38 -0.12 -0.80
H 1.099 2.043 0.530 1.83 -1.23 -0.72
H -2.628 -0.343 -1.244 0.50 0.46 0.15
```
Positions in Å, forces in eV/Å.

The total energy comes out at -93258.95556 eV. The net charge is +1. The value obtained for the energy above the lowest of the compared OMol25 structures with the same formula, charge and spin is 0.00 kcal per mole. As for the gap between HOMO and LUMO: 7.47 eV. As for the LUMO energy: -5.082 eV.



No. 7
The following is a DFT calculation (the ωB97M-V functional and the def2-TZVPD basis) of 2 unconnected molecules or ions with the total composition C5H8BrN3.

Geometry as XYZ:
```
17
Properties=species:S:1:pos:R:3:forces:R:3
C 0.179 1.131 1.758 3.15 -1.50 -0.14
C -0.103 0.408 0.606 2.99 -2.99 -2.76
C 2.284 -1.055 -0.318 2.22 2.30 1.21
C -2.126 0.300 -0.892 0.36 0.59 -0.99
C 0.876 -0.934 -0.711 -3.23 2.71 1.16
N -0.861 1.929 1.982 -0.75 -0.14 -0.61
N -1.728 1.696 1.028 -2.38 2.19 0.95
N -1.300 0.818 0.169 1.35 -0.60 1.24
Br -0.065 -2.659 -0.413 0.37 1.01 -0.56
H 1.177 1.073 2.362 -2.38 0.30 -1.09
H 2.326 -1.110 0.791 0.03 -0.35 -0.63
H 2.767 0.010 -0.506 -0.61 -2.23 0.00
H 2.916 -1.896 -0.715 -0.92 0.91 -0.05
H -3.126 0.702 -0.753 0.01 -0.11 0.10
H -1.731 0.716 -1.861 -0.43 -0.75 0.76
H -2.114 -0.797 -0.849 -0.06 0.48 -0.24
H 0.630 -0.332 -1.679 0.30 -1.82 1.64
```
Positions in Å, forces in eV/Å.

The total energy comes out at -79823.56895 eV. The value obtained for the energy above the lowest of the compared OMol25 structures with the same formula, charge and spin is 65.54 kcal per mole. As for the gap between HOMO and LUMO: 9.87 eV. As for the LUMO energy: 0.402 eV.



No. 8
The following is a DFT calculation (the ωB97M-V functional and the def2-TZVPD basis) of 3 unconnected molecules or ions with the total composition C5H8BrNO2.

Geometry as XYZ:
```
17
Properties=species:S:1:pos:R:3:forces:R:3
Br 2.066 0.366 -0.202 -0.04 -0.44 0.04
C 0.745 -0.968 -0.464 -0.48 -0.05 -0.70
C 0.749 -2.226 -0.912 -1.25 0.64 0.68
C -0.829 -2.259 -1.048 2.77 0.72 2.86
C -0.739 -0.766 -0.495 -0.69 -1.56 1.23
H 1.540 -2.921 -1.051 0.42 -0.53 -0.38
H -1.118 -2.279 -2.045 -0.81 -0.28 -1.74
H -1.369 -2.914 -0.380 -0.03 -0.40 -0.15
H -1.129 -0.258 -1.335 -0.37 1.85 -0.27
H -1.240 -0.611 0.519 0.55 0.11 -1.59
N -0.444 3.084 0.157 0.60 0.77 3.83
C -0.531 2.823 -0.983 0.66 -0.28 1.91
O -0.680 2.594 -2.073 -0.75 -0.78 -4.98
H 0.131 2.686 0.906 -0.58 0.20 -0.70
O 0.666 1.145 2.823 -2.00 -0.82 0.75
H 1.510 1.498 2.809 2.99 1.26 -1.12
H 0.670 1.004 3.774 -1.00 -0.41 0.34
```
Positions in Å, forces in eV/Å.

The total energy comes out at -80940.10377 eV. The value obtained for the energy above the lowest of the compared OMol25 structures with the same formula, charge and spin is 44.20 kcal per mole. As for the gap between HOMO and LUMO: 9.70 eV. As for the LUMO energy: 0.388 eV.



No. 9
The following is a DFT calculation (the ωB97M-V functional and the def2-TZVPD basis) of 2 unconnected molecules or ions with the total composition C5H8BrOP.

Geometry as XYZ:
```
16
Properties=species:S:1:pos:R:3:forces:R:3
C 0.078 0.761 -1.518 -1.26 -1.71 1.98
C 1.115 1.044 -0.736 -1.93 -1.67 -0.86
C -0.876 -0.414 -1.182 -0.20 1.16 1.87
C 1.510 0.318 0.456 1.72 1.49 1.48
C 0.993 -0.984 0.782 -1.23 -1.76 2.28
O -1.123 -0.255 1.846 1.18 -2.44 0.76
P 0.160 -1.845 -0.522 -1.68 -0.21 -0.21
Br 3.595 -0.009 0.167 -1.23 0.11 0.54
H -0.252 1.481 -2.215 -0.08 0.46 -1.04
H 1.649 1.870 -0.996 1.64 2.29 -0.27
H -1.563 -0.152 -0.219 1.60 -0.40 -2.14
H -1.523 -0.673 -2.023 0.32 -0.24 0.11
H 1.378 0.982 1.353 0.72 -0.62 -0.66
H 1.500 -1.587 1.663 -1.32 1.52 -1.89
H -1.354 -1.077 2.428 0.83 2.14 -1.54
H -0.917 -2.379 0.292 0.92 -0.11 -0.43
```
Positions in Å, forces in eV/Å.

The total energy comes out at -86688.35725 eV. The value obtained for the energy above the lowest of the compared OMol25 structures with the same formula, charge and spin is 113.82 kcal per mole. As for the gap between HOMO and LUMO (spin up / spin down): 6.97 / 6.94 eV. As for the LUMO energy (spin up / spin down): -1.855 / -1.855 eV.



No. 10
The following is a DFT calculation (the ωB97M-V functional and the def2-TZVPD basis) of a single C5H8Cl2O molecule.

Geometry as XYZ:
```
16
Properties=species:S:1:pos:R:3:forces:R:3
O -0.437 1.776 -0.653 -0.99 1.53 -0.57
C -1.450 0.790 -0.598 -1.67 0.20 0.70
C -0.875 -0.601 -0.312 -0.91 0.01 -1.01
Cl -2.328 -1.775 -0.557 1.06 0.81 0.57
C -0.209 -0.749 1.034 0.13 -1.17 -1.29
C 1.110 -0.639 1.174 -1.59 -0.08 0.89
C 1.968 -0.033 0.179 1.30 0.80 -1.41
Cl 2.630 -1.217 -1.069 -0.21 0.00 0.39
H -0.959 2.591 -0.924 1.42 -1.24 0.54
H -2.137 1.015 0.271 0.44 -0.18 -0.81
H -2.067 0.867 -1.533 0.57 -0.69 0.74
H -0.225 -0.919 -1.129 0.13 0.13 0.20
H -0.769 -1.269 1.784 -0.42 0.18 0.49
H 1.461 -0.910 2.148 0.68 -0.11 0.29
H 1.400 0.688 -0.443 0.76 -0.26 0.63
H 2.887 0.384 0.630 -0.70 0.07 -0.37
```
Positions in Å, forces in eV/Å.

The total energy comes out at -32406.01913 eV. The value obtained for the energy above the lowest of the compared OMol25 structures with the same formula, charge and spin is 8.14 kcal per mole. As for the gap between HOMO and LUMO: 10.42 eV. As for the LUMO energy: 0.349 eV.